(1)
This record from the Open Molecules 2025 dataset describes a molecular structure, C36H42AlBrCl2F14KMgNO12PS. The level of theory is ωB97M-V with the def2-TZVPD basis set.

Computed properties:
Frontier orbital gap in eV: 1.03
LUMO level in eV: -7.253
Charge: +1
HOMO energy in eV: -8.280
Strongest force on any atom in eV Å⁻¹: 5.70
Calculated total energy in eV: -245675.7839

Positions of all 113 atoms, in Å:
1 Br -10.2253 -7.4234 -4.5967
2 K -2.0488 3.5912 -2.7504
3 Cl 1.6536 -4.4315 4.7464
4 Cl -8.2948 -6.5231 -4.2177
5 S 3.4254 -7.4524 3.9669
6 P -3.6470 -4.1557 5.0103
7 Al -3.9526 0.6914 -1.4008
8 Mg 0.5936 0.3053 -2.6734
9 F -5.7873 -4.4393 -2.0963
10 F -8.5370 -3.5971 1.0868
11 F -10.0219 -4.7743 -0.0603
12 F -3.9126 -2.7453 -0.7821
13 F -8.3485 -5.4573 -1.8896
14 F -8.3923 -5.8131 0.9465
15 F -8.1571 -3.3173 -1.6182
16 F -3.6151 -4.8914 -0.3935
17 F -5.9978 -4.5565 1.4265
18 F -6.2869 -2.6978 0.1974
19 F -2.1415 -3.1777 1.0505
20 F -3.3876 -4.6118 2.1463
21 F -6.1606 -6.0900 -0.7125
22 F -3.3976 1.8902 -2.9726
23 O -0.0690 6.5946 -1.8583
24 O -8.8392 -0.8948 2.1751
25 O 6.8219 2.7554 -1.3654
26 O 3.6679 6.4336 -0.8552
27 O -3.9697 -3.5525 6.3182
28 O 4.1634 -8.5913 3.4170
29 O -0.5628 8.1422 -3.3418
30 O 2.5661 4.4162 -0.8530
31 O 10.1952 2.3699 -5.4336
32 O 2.1458 -7.9123 4.5211
33 O 3.1722 -6.4703 2.9021
34 O 4.2070 -6.8197 5.0360
35 N -0.7820 -1.6886 3.3645
36 C 9.7295 3.3094 -3.3232
37 C 3.5041 3.4630 -0.3091
38 C 3.5583 0.9595 -0.3193
39 C -1.2452 -0.3180 1.3644
40 C -3.3021 -1.5542 3.2950
41 C 3.1643 -1.5389 -0.2109
42 C -2.0909 -3.3970 4.4053
43 C -3.4184 -3.4414 1.4420
44 C 2.0116 -1.5246 0.8214
45 C 2.0374 6.0860 0.8992
46 C 2.3565 -2.3477 2.0744
47 C 8.8817 3.4038 -2.3019
48 C 8.1344 1.7195 -4.4981
49 C -7.8913 -4.5073 -1.0258
50 C -1.8402 -0.1256 0.2807
51 C 3.4924 2.2256 -1.1851
52 C -2.0150 -2.2253 3.6959
53 C 7.5965 2.6659 -2.2993
54 C 7.2892 1.8162 -3.4757
55 C 0.2697 -3.5285 4.3512
56 C 0.3420 -2.3199 3.6781
57 C -4.1044 -2.2934 2.1793
58 C 1.7278 -1.8261 3.3918
59 C -4.1809 -3.7743 0.0968
60 C -0.9354 -4.0613 4.7345
61 C 1.7477 7.2722 -3.2262
62 C -0.1889 9.1670 -4.2731
63 C -6.3530 -4.7617 -0.8929
64 C 0.3193 7.3294 -2.7434
65 C -5.7054 -3.9342 0.2650
66 C 9.4245 2.4594 -4.5027
67 C -0.0342 8.6224 -5.6776
68 C 3.0374 -0.2517 -1.0667
69 C -8.7111 -4.6743 0.2806
70 C 2.8081 5.6795 -0.3186
71 C -0.7257 -0.3718 2.7061
72 H -3.9262 -1.5018 4.1856
73 H 4.1132 -1.5669 0.3189
74 H 9.0857 4.0170 -1.4336
75 H 1.6872 -0.5166 1.0654
76 H 4.5673 0.7495 0.0286
77 H -4.4017 -1.5550 1.4431
78 H 2.7419 6.5203 1.5989
79 H 3.5423 -0.3890 -2.0237
80 H 4.5167 3.8615 -0.2788
81 H 0.7627 7.8806 -5.7359
82 H 2.9685 1.1350 0.5775
83 H -8.5785 -1.4299 1.4212
84 H 1.9476 -0.1792 -1.2275
85 H -3.4252 -5.5453 5.0530
86 H 1.2698 6.8024 0.6281
87 H -0.9551 8.1326 -5.9946
88 H -2.5607 -0.0024 -0.5026
89 H -1.3639 0.2911 3.2731
90 H 1.8079 -0.7427 3.4652
91 H 2.3841 7.0931 -2.3614
92 H 1.8449 6.4424 -3.9254
93 H 3.0852 -2.4245 -0.8349
94 H -1.0039 9.8873 -4.2494
95 H 6.3456 1.2849 -3.4529
96 H 2.5628 2.2175 -1.7492
97 H 2.3807 -2.2242 4.1483
98 H 3.4275 -2.2400 2.2221
99 H -4.6955 -3.9550 4.1066
100 H 10.6724 3.8404 -3.3452
101 H 1.5779 5.2160 1.3591
102 H 2.1014 8.1837 -3.7013
103 H 4.3647 2.2337 -1.8274
104 H 2.1199 -3.4027 1.9717
105 H 0.1936 9.4275 -6.3754
106 H -0.9634 -4.9934 5.2764
107 H 1.1410 -2.0004 0.3561
108 H 3.2211 3.2541 0.7261
109 H 0.2611 0.0739 2.7443
110 H 7.9292 1.1058 -5.3659
111 H 0.7027 9.6918 -3.9296
112 H -5.0365 -2.6513 2.5920
113 H -3.1830 -0.5294 3.0009

(2)
This record from the Open Molecules 2025 dataset describes a molecular structure, C22H48F3N10Rh. The level of theory is ωB97M-V with the def2-TZVPD basis set.

Computed properties:
2S+1: 5
Frontier orbital gap (alpha / beta) in eV: 7.57 / 6.22
LUMO level (alpha / beta) in eV: -6.263 / -7.680
Charge: +2
HOMO energy (alpha / beta) in eV: -13.837 / -13.898
Strongest force on any atom in eV Å⁻¹: 0.52
Calculated total energy in eV: -49636.8592

Positions of all 84 atoms, in Å:
1 Rh 0.0064 -0.3513 -0.6833
2 F -2.6652 1.4774 -1.0879
3 F -0.0118 -0.4496 -2.6411
4 F -1.5987 2.4093 0.4104
5 N 0.6056 -0.0781 1.4708
6 N -1.2591 0.5867 2.6925
7 N -3.2952 -1.5442 -1.7388
8 N 0.8369 1.3710 3.2986
9 N 1.5494 -1.9542 -0.4326
10 N -3.3674 -3.2771 -0.2249
11 N 1.3179 2.9250 -1.8751
12 N 2.0109 0.7967 -1.1324
13 N -1.3410 -2.1110 -0.6117
14 N 3.5695 2.4701 -1.6098
15 C 3.0886 -0.1963 -1.2888
16 C 0.0769 0.6160 2.4721
17 C -2.7079 -1.1541 -3.0144
18 C 2.0908 -1.9358 0.9442
19 C 4.5267 2.2227 -0.5397
20 C 2.2824 2.0213 -1.5248
21 C 3.9528 3.5199 -2.5477
22 C 2.5321 -1.5953 -1.4834
23 C 0.5765 1.4999 4.7284
24 C -2.6376 -2.3099 -0.8375
25 C -4.6947 -1.1810 -1.5644
26 C 0.2184 2.6323 -2.7736
27 C -4.4097 -4.0134 -0.9357
28 C -3.1577 -3.7230 1.1431
29 C -2.0484 -0.5763 2.3496
30 C 1.9704 -0.5729 1.6171
31 C 0.8414 -3.2121 -0.7545
32 C -0.5389 -3.2386 -0.1192
33 C -1.5612 1.4525 -0.4411
34 C 1.2729 4.2131 -1.1951
35 C -1.9782 1.7026 3.2880
36 C 1.9536 2.1583 2.7943
37 H -2.8170 -4.7597 1.1764
38 H -5.3512 -1.7311 -2.2413
39 H -2.7674 -0.3677 1.5479
40 H 0.1895 1.5740 -3.0125
41 H -0.1821 0.7892 5.0413
42 H -1.3682 2.6015 3.2608
43 H 3.8068 4.5258 -2.1483
44 H 0.7365 -3.2628 -1.8381
45 H 4.0340 1.7347 0.2986
46 H 4.9179 3.1793 -0.1861
47 H 0.8448 4.9677 -1.8539
48 H -2.4350 -3.0951 1.6464
49 H 3.1372 -2.2574 0.9363
50 H 3.3553 -2.3178 -1.4875
51 H -0.7392 2.9350 -2.3351
52 H -2.5229 -0.0814 -3.0712
53 H -1.7656 -1.6672 -3.1646
54 H -4.2309 -5.0814 -0.8040
55 H 2.6897 0.1187 1.1840
56 H 1.4956 1.2796 5.2725
57 H 3.7635 -0.2115 -0.4311
58 H -3.4036 -1.4251 -3.8108
59 H 5.3679 1.6114 -0.8705
60 H -2.2724 1.5052 4.3203
61 H 3.7099 0.0510 -2.1541
62 H 2.2351 -0.6862 2.6723
63 H -1.3812 -1.3596 2.0073
64 H 5.0128 3.4018 -2.7667
65 H -2.8870 1.8893 2.7137
66 H -5.0094 -1.3624 -0.5397
67 H 1.5314 -2.6646 1.5295
68 H -1.0075 -4.1960 -0.3579
69 H 0.3249 3.2079 -3.6968
70 H 3.3958 3.4171 -3.4747
71 H -2.6124 -0.9153 3.2215
72 H -4.3745 -3.7894 -1.9971
73 H -0.4296 -3.2008 0.9703
74 H 1.9894 2.1042 1.7094
75 H 0.2584 2.5117 4.9866
76 H 2.2645 4.5447 -0.9004
77 H -5.4031 -3.7831 -0.5467
78 H 1.8106 3.2016 3.0828
79 H 1.4265 -4.0765 -0.4258
80 H 2.9021 1.8153 3.2128
81 H 2.0102 -1.6514 -2.4368
82 H 0.6559 4.1559 -0.2922
83 H -4.1036 -3.6610 1.6848
84 H -4.8099 -0.1185 -1.7834

(3)
This record from the Open Molecules 2025 dataset describes C8H14 in the gas phase. The level of theory is ωB97M-V with the def2-TZVPD basis set.

Computed properties:
Frontier orbital gap in eV: 9.34
LUMO level in eV: 1.078
HOMO energy in eV: -8.258
Strongest force on any atom in eV Å⁻¹: 2.82
SMILES string: C=C/C=C(/C)CCC
Calculated total energy in eV: -8521.3564

Positions of all 22 atoms, in Å:
1 C -0.2863 -3.3240 0.0512
2 C -0.9316 1.2648 2.1382
3 C -0.5472 1.0026 -0.3700
4 C -0.2339 1.8080 0.8945
5 C 0.4784 0.1242 -0.9795
6 C 1.6198 0.7947 -1.7088
7 C 0.5338 -1.2093 -0.8846
8 C -0.5026 -2.0384 -0.2481
9 H 1.8083 0.2996 -2.6679
10 H -1.1051 1.6007 -1.1088
11 H 0.8399 1.7839 1.0836
12 H -2.0155 1.2208 2.1610
13 H -1.5032 -1.6402 -0.1625
14 H -0.5453 0.2628 2.3599
15 H -0.9805 -3.8324 0.6842
16 H 0.5815 -3.8394 -0.3448
17 H 2.5953 0.6350 -1.2384
18 H -0.5315 1.7889 3.0109
19 H -0.5339 2.8482 0.7682
20 H 1.3961 1.8447 -1.8766
21 H -1.4581 0.3986 -0.2138
22 H 1.3216 -1.7936 -1.3479

(4)
This record from the Open Molecules 2025 dataset describes 2 unconnected molecules or ions with the total composition C6H14O. The level of theory is ωB97M-V with the def2-TZVPD basis set.

Computed properties:
Frontier orbital gap in eV: 9.49
LUMO level in eV: 0.889
HOMO energy in eV: -8.606
Strongest force on any atom in eV Å⁻¹: 6.28
SMILES string: C=C(C)CCC.O
Calculated total energy in eV: -8494.0396

Positions of all 21 atoms, in Å:
1 O -4.7484 -2.2470 -2.0109
2 C 0.0252 0.3024 -0.5016
3 C -0.2126 1.7555 -0.3413
4 C -0.7958 -0.4310 -1.3479
5 C 1.3284 -0.4072 -0.0945
6 C 1.5672 0.3832 2.3480
7 C 2.3371 0.1210 0.9299
8 H 0.3238 2.1596 0.4537
9 H -1.7033 -0.1593 -1.7605
10 H 1.1973 -1.4784 0.2831
11 H -1.3805 1.8300 -0.1478
12 H -4.8382 -1.3431 -1.9467
13 H 3.0099 -0.6103 1.0929
14 H -5.2108 -2.5276 -1.1914
15 H 2.8636 1.0991 0.6209
16 H 2.3612 0.9841 2.9288
17 H 0.0778 2.1281 -1.3343
18 H 1.5339 -0.6944 2.6885
19 H 0.6081 0.9700 2.1751
20 H -0.2767 -1.3009 -1.8183
21 H 1.9328 -0.5338 -1.0256

(5)
This record from the Open Molecules 2025 dataset describes a molecular structure, C14H15O6S3SeTl. The level of theory is ωB97M-V with the def2-TZVPD basis set.

Computed properties:
Frontier orbital gap in eV: 8.38
LUMO level in eV: -0.152
HOMO energy in eV: -8.529
Strongest force on any atom in eV Å⁻¹: 0.18
Calculated total energy in eV: -129591.4747

Positions of all 40 atoms, in Å:
1 Tl -0.3116 0.9812 -2.5289
2 Se 2.5135 -0.5368 -0.7710
3 S -0.1201 -1.1315 0.5802
4 S 0.8583 2.2432 0.9137
5 S -2.6138 2.2314 -0.8156
6 O -0.5894 -0.8422 -0.7560
7 O 0.5865 1.7958 -0.4727
8 O -0.4017 -2.4378 1.0802
9 O 0.5716 3.6451 1.0897
10 O 1.4380 -0.9315 0.6563
11 O 2.1320 1.7684 1.3865
12 C -2.3628 0.2861 3.5399
13 C -0.3944 1.3846 1.8815
14 C 3.8747 -4.7902 -2.1596
15 C 3.0103 -2.3179 -1.2483
16 C -4.2915 2.2908 -1.4710
17 C 2.2248 -3.4408 -1.0296
18 C -1.0236 2.1502 2.8515
19 C -0.7537 0.0390 1.7609
20 C -1.7323 -0.5017 2.5900
21 C -2.0019 1.6136 3.6739
22 C -2.0718 3.9076 -1.1951
23 C 4.6512 -3.6621 -2.3781
24 C 4.2310 -2.4271 -1.9085
25 C 2.6721 -4.6756 -1.4801
26 H -3.1246 -0.1472 4.1733
27 H 5.5970 -3.7427 -2.8964
28 H -4.7433 1.3143 -1.3125
29 H -1.0994 4.0480 -0.7318
30 H -2.4764 2.2374 4.4191
31 H 4.8631 -1.5574 -2.0485
32 H 4.2119 -5.7566 -2.5087
33 H -2.7721 4.6219 -0.7644
34 H -4.8732 3.0404 -0.9369
35 H 1.2842 -3.3753 -0.5065
36 H 2.0645 -5.5526 -1.3011
37 H -1.9882 -1.5456 2.4940
38 H -2.0048 4.0715 -2.2714
39 H -4.2978 2.5139 -2.5368
40 H -0.7361 3.1882 2.9387

(6)
This record from the Open Molecules 2025 dataset describes 2 unconnected molecules or ions with the total composition C4H10B2F4N2O3. The level of theory is ωB97M-V with the def2-TZVPD basis set.

Computed properties:
Frontier orbital gap in eV: 8.18
LUMO level in eV: -1.626
HOMO energy in eV: -9.805
Strongest force on any atom in eV Å⁻¹: 2.80
SMILES string: COB(O)BC(F)(F)C(F)F.NC(N)=O
Calculated total energy in eV: -25656.1028

Positions of all 25 atoms, in Å:
1 F 0.4866 0.2615 -0.6065
2 F -0.6359 2.4355 -1.0554
3 F -1.2862 2.6977 1.1489
4 F 1.8307 1.3441 0.8297
5 O -2.4115 -0.3214 3.1716
6 O 3.2410 -2.5053 -4.6859
7 O -2.1471 -1.2803 0.9173
8 N 1.9304 -1.0320 -3.5717
9 N 2.8446 -2.8265 -2.4788
10 C 2.7074 -2.1449 -3.6483
11 C -0.2396 2.4114 0.2831
12 C 0.4713 1.0240 0.5647
13 C -3.0094 0.9915 3.1979
14 B -0.0921 0.1943 1.8416
15 B -1.6017 -0.4975 1.9855
16 H -2.2121 1.7648 3.4477
17 H 0.5166 3.2400 0.3922
18 H -3.4702 1.3000 2.2096
19 H 3.4120 -3.6554 -2.4958
20 H -2.8913 -0.7478 0.5769
21 H -3.8118 1.0869 3.9878
22 H 2.4152 -2.5479 -1.6164
23 H 1.4833 -0.7187 -2.7295
24 H 1.8055 -0.5019 -4.4159
25 H 0.6643 0.0281 2.7496